--- i ---
The following is a quantum chemistry calculation of a 2-piece molecular cluster, C4H8BrN2O overall, from the Open Molecules 2025 dataset.

Positions of all 16 atoms, in Å:
C  -0.71130  -3.14547  -0.02227
C  -0.53071  0.56533  0.76831
C  1.74114  -0.13200  0.79308
C  0.84050  1.03038  -1.15942
N  -1.56851  -3.94824  0.07203
N  0.80766  0.50122  0.16073
O  -0.10027  -2.16037  -0.26554
Br  3.34736  -0.44428  0.01958
H  -0.44354  0.12650  1.85044
H  -0.82787  1.70991  0.77905
H  1.60062  -0.49402  1.89551
H  1.40766  0.50958  -1.90428
H  -0.17066  1.22386  -1.75668
H  1.50716  1.96367  -1.11478
H  -2.06207  -4.66077  0.63329
H  -1.29644  -0.01972  0.23796

Values from the calculation:
Charge ... +1
LUMO level ... -4.53 eV
2S+1 ... 1

***

--- ii ---
The following is a quantum chemistry calculation of a 2-piece molecular cluster, C4H8BrN2O overall, from the Open Molecules 2025 dataset.

Positions of all 16 atoms, in Å:
C  -0.49268  0.38731  -1.57187
C  0.03074  -0.96286  0.73118
C  0.27474  -0.38840  1.93363
C  -1.87208  0.12505  -1.71682
N  0.57018  0.81362  -1.81852
N  1.47922  -0.00552  2.39609
O  1.81776  0.93591  -1.48445
Br  -1.18917  0.14729  3.04749
H  0.85754  -1.33520  0.15067
H  -0.94969  -1.34095  0.51489
H  -2.03759  -0.94550  -1.83673
H  -2.25579  0.65184  -2.59608
H  -2.41630  0.47047  -0.83459
H  1.57085  0.35328  3.33146
H  2.29839  1.42226  -2.18232
H  2.31386  -0.32860  1.93596

Values from the calculation:
Charge ... +1
LUMO level (spin up / spin down) ... -4.79 / -4.79 eV
2S+1 ... 1

***

i is favored, and the nearest alternative lies 0.0925 hartree above it.

***

--- i ---
The following is a quantum chemistry calculation of a 2-piece molecular cluster, C2H2Cl4 overall, from the Open Molecules 2025 dataset.

Positions of all 8 atoms, in Å:
C  -1.49507  -0.47457  0.11480
C  2.17159  0.82600  0.62863
Cl  -0.68323  -0.07408  -1.41948
Cl  -2.41647  -1.91100  -0.03284
Cl  2.52951  2.32012  0.02717
Cl  2.53846  -0.43483  -0.45545
H  -1.98285  0.37205  0.47547
H  -0.66194  -0.62369  0.66170

Values from the calculation:
Charge ... 0
LUMO level ... -1.02 eV
2S+1 ... 1

***

--- ii ---
The following is a quantum chemistry calculation of a 2-piece molecular cluster, C2H2Cl4 overall, from the Open Molecules 2025 dataset.

Positions of all 8 atoms, in Å:
C  0.99069  -0.01834  0.39180
C  -0.91188  -0.06809  -0.48687
Cl  1.93786  -1.33294  -0.13070
Cl  1.61684  1.51907  0.10443
Cl  -1.59329  -1.47310  0.23883
Cl  -1.70230  1.39198  0.04221
H  0.59516  0.01025  1.32940
H  -0.93308  -0.02883  -1.48911

Values from the calculation:
Charge ... 0
LUMO level ... 0.62 eV
2S+1 ... 1

***

ii is favored, and the nearest alternative lies 0.0461 hartree above it.

***

--- i ---
The following is a quantum chemistry calculation of one molecule with the formula CH6NOP, from the Open Molecules 2025 dataset.

Positions of all 10 atoms, in Å:
C  -0.77139  1.10513  0.27520
N  -0.07239  -1.45433  0.08414
O  1.66963  0.33116  -0.62986
P  0.65430  0.06026  0.66340
H  -0.56972  2.12368  0.63739
H  -1.73859  0.58972  0.74733
H  -0.89344  1.25816  -0.88041
H  -0.32912  -1.96759  0.88688
H  0.75043  -1.94093  -0.36753
H  1.30029  -0.10526  -1.41654

Values from the calculation:
Charge ... 0
LUMO level ... 1.06 eV
2S+1 ... 1

***

--- ii ---
The following is a quantum chemistry calculation of a 2-piece molecular cluster, CH6NOP overall, from the Open Molecules 2025 dataset.

Positions of all 10 atoms, in Å:
C  -1.29566  0.02516  0.49239
N  -0.08102  0.78565  0.26189
O  1.60766  -1.15207  0.27237
P  1.48721  0.41782  -0.13094
H  -0.97494  -1.04546  0.68171
H  -1.88016  0.61544  1.40506
H  -1.83842  -0.09868  -0.46347
H  -0.41432  1.64674  -0.11365
H  2.37718  -1.69613  0.03994
H  1.01246  0.50152  -2.44530

Values from the calculation:
Charge ... 0
LUMO level (spin up / spin down) ... 0.38 / 0.38 eV
2S+1 ... 1

***

i is favored, and the nearest alternative lies 0.1189 hartree above it.

***

--- i ---
The following is a quantum chemistry calculation of one molecule with the formula CH6NOP, from the Open Molecules 2025 dataset.

Positions of all 10 atoms, in Å:
C  -1.12692  -0.38478  -0.04090
N  0.48861  -0.10149  0.53585
O  3.12842  -0.19936  0.27865
P  1.80286  -0.00539  -0.40669
H  -1.70269  0.55186  0.30956
H  -1.18185  -0.48635  -1.09764
H  -1.49902  -1.20193  0.41350
H  0.56451  -0.73307  1.36995
H  1.74287  -1.10907  -1.41937
H  1.83268  1.11474  -1.27895

Values from the calculation:
Charge ... 0
LUMO level ... 0.69 eV
2S+1 ... 1

***

--- ii ---
The following is a quantum chemistry calculation of CH6NOP as an isolated structure, from the Open Molecules 2025 dataset.

Positions of all 10 atoms, in Å:
C  -0.62060  -0.01394  -0.91809
N  0.66576  -0.11047  -0.69556
O  2.99678  0.49988  0.13138
P  1.76522  -0.06947  0.74379
H  -1.21085  -0.75935  -0.37363
H  -0.87705  1.18022  1.08519
H  -1.15568  0.60382  -1.70867
H  1.27031  0.55746  -1.40968
H  -0.34747  1.19263  1.71222
H  1.76084  -1.60363  0.98266

Values from the calculation:
Charge ... 0
LUMO level (spin up / spin down) ... -0.70 / -0.70 eV
2S+1 ... 1

***

i is favored, and the nearest alternative lies 0.0793 hartree above it.

***

--- i ---
The following is a quantum chemistry calculation of one molecule with the formula C5H5BrOS, from the Open Molecules 2025 dataset.

Positions of all 13 atoms, in Å:
C  1.38551  0.49217  -0.95301
C  -0.25916  1.37127  -2.11643
C  0.26466  -0.17433  -0.59383
C  -0.78048  0.36327  -1.36284
C  -0.06830  -1.05831  2.35625
O  1.01208  1.57430  -1.76179
S  -0.28721  -1.70525  0.66393
Br  -2.59074  -0.25354  -1.15100
H  2.41391  0.58419  -0.58384
H  -0.92410  2.04020  -2.63300
H  -0.34686  -2.01051  2.87036
H  -0.69844  -0.22466  2.63038
H  0.87913  -0.99880  2.63481

Values from the calculation:
Charge ... 0
LUMO level ... 0.58 eV
2S+1 ... 1

***

--- ii ---
The following is a quantum chemistry calculation of one molecule with the formula C5H5BrOS, from the Open Molecules 2025 dataset.

Positions of all 13 atoms, in Å:
C  0.47110  -0.63135  0.22875
C  -0.44440  0.30255  -0.36420
C  1.65732  -0.28776  0.83401
C  -0.13179  1.55363  -0.58934
C  -1.80492  -0.20760  -0.89675
O  2.34853  -1.26024  1.38482
S  2.03415  1.37801  1.16203
Br  -0.79501  3.13260  -1.09556
H  -0.01179  -1.59278  0.25902
H  -2.33952  -0.84406  -0.12949
H  -2.39980  0.51092  -1.40224
H  -1.53935  -1.04406  -1.55635
H  2.95548  -1.00985  2.16529

Values from the calculation:
Charge ... 0
LUMO level (spin up / spin down) ... -1.58 / -1.62 eV
2S+1 ... 1

***

i is favored, and the nearest alternative lies 0.0564 hartree above it.

***

--- i ---
The following is a quantum chemistry calculation of one molecule with the formula C20H30N2O5S, from the Open Molecules 2025 dataset.

Positions of all 58 atoms, in Å:
C  0.69271  -7.08569  4.42410
S  0.57200  -5.37829  3.85942
C  1.58360  -5.49878  2.34845
C  0.85868  -6.20821  1.21252
C  2.08155  -4.09104  1.98371
O  2.98781  -4.11083  0.90288
C  0.91609  -3.17413  1.59985
O  0.38945  -3.21758  0.50338
N  0.50402  -2.35417  2.59360
C  -0.61909  -1.45913  2.43628
C  -0.19403  -0.00888  2.20340
O  0.54087  0.32349  3.38588
C  0.69671  0.14494  0.96921
C  -0.08802  -0.01472  -0.33273
N  -1.20983  0.91348  -0.36227
C  -1.19936  2.12601  -0.99465
O  -2.02565  2.98686  -0.75194
C  -0.10514  2.33928  -2.04085
C  -0.29482  3.60247  -2.83241
C  -0.07370  4.84757  -2.25102
C  -0.24870  6.00690  -2.98274
C  -0.65735  5.95452  -4.31307
C  -0.87373  7.23887  -5.06803
O  -0.97930  6.97307  -6.45816
C  -0.87824  4.71802  -4.89713
C  -0.69512  3.55467  -4.15857
C  -2.14221  0.71323  0.73616
C  -1.42770  0.88658  2.07591
H  0.15596  -7.14250  5.36908
H  0.22796  -7.77353  3.72051
H  1.73099  -7.36874  4.59328
H  2.47817  -6.06492  2.63404
H  1.47252  -6.23673  0.31028
H  0.62627  -7.23502  1.49436
H  -0.06643  -5.69203  0.96521
H  2.57948  -3.67857  2.86947
H  3.35417  -4.99490  0.80894
H  1.04478  -2.29162  3.43956
H  -1.21427  -1.82962  1.60452
H  -1.22739  -1.48873  3.34211
H  0.87226  1.22369  3.29923
H  1.13894  1.14817  0.99409
H  1.51642  -0.57376  1.01106
H  0.56297  0.14337  -1.18671
H  -0.46780  -1.03567  -0.41228
H  0.85931  2.36042  -1.52333
H  -0.07717  1.47970  -2.71258
H  0.23015  4.90703  -1.21279
H  -0.06669  6.96853  -2.51495
H  -1.78859  7.71891  -4.70042
H  -0.03881  7.91929  -4.86595
H  -1.22594  7.78619  -6.90595
H  -1.18759  4.66632  -5.93138
H  -0.87024  2.59338  -4.62863
H  -2.94805  1.43386  0.63498
H  -2.56534  -0.29110  0.64682
H  -2.10960  0.68951  2.90666
H  -1.10793  1.93057  2.15958

Values from the calculation:
Charge ... 0
LUMO level ... 0.56 eV
2S+1 ... 1

***

--- ii ---
The following is a quantum chemistry calculation of one molecule with the formula C20H30N2O5S, from the Open Molecules 2025 dataset.

Positions of all 58 atoms, in Å:
C  -5.39939  -3.79368  0.31156
C  -6.13283  -3.04426  1.41839
C  -5.52453  -1.67237  1.71663
C  -5.72364  -0.67733  0.57382
H  -6.78766  -0.64687  0.32552
H  -5.19838  -1.01854  -0.32086
C  -5.27160  0.75359  0.90092
C  -3.80196  0.81068  1.35117
N  -2.85627  0.18947  0.44852
S  -2.18351  1.08720  -0.79011
O  -2.25719  2.47510  -0.44419
O  -2.71111  0.64953  -2.05608
C  -0.49075  0.53658  -0.66982
C  0.33075  1.10315  0.28441
C  1.64375  0.67924  0.42699
C  2.09670  -0.32542  -0.41561
C  1.25837  -0.89375  -1.37994
C  -0.04379  -0.46779  -1.51350
H  -0.71339  -0.87293  -2.25502
C  1.99926  -1.94344  -2.15270
H  2.02613  -1.70183  -3.21570
H  1.52358  -2.91918  -2.04546
C  3.40411  -1.92104  -1.52545
N  3.36202  -0.91076  -0.47114
C  4.42213  -0.57782  0.32032
O  4.35788  0.27300  1.18122
C  5.70361  -1.34746  0.04038
H  5.53023  -2.41846  0.16122
H  6.01057  -1.16013  -0.99011
C  6.79583  -0.88616  0.99998
H  7.74550  -1.36253  0.74646
C  7.00693  0.61132  0.95243
O  7.40824  1.27403  1.86699
O  6.77044  1.12857  -0.26271
H  6.89869  2.08926  -0.23649
H  6.54544  -1.14371  2.02922
H  4.16560  -1.65528  -2.26416
H  3.66557  -2.89382  -1.09897
H  2.29749  1.11423  1.16349
H  -0.06820  1.88934  0.90418
H  -3.16678  -0.70352  0.09870
H  -3.48322  1.84900  1.43997
H  -3.69284  0.33345  2.33046
C  -5.53357  1.65747  -0.31089
C  -5.41998  3.14574  0.00160
H  -4.38359  3.42724  0.16320
H  -5.79417  3.72796  -0.83702
H  -6.00268  3.40143  0.88510
H  -4.83095  1.40586  -1.10766
H  -6.54188  1.44982  -0.67914
H  -5.86920  1.11989  1.74453
H  -4.46080  -1.80054  1.92601
H  -5.99441  -1.26834  2.61701
H  -6.10076  -3.64537  2.33033
H  -7.18204  -2.92289  1.14048
H  -5.82119  -4.78842  0.18646
H  -5.48281  -3.27101  -0.63766
H  -4.34434  -3.89864  0.55776

Values from the calculation:
Charge ... 0
LUMO level ... 0.39 eV
2S+1 ... 1

***

ii is favored, and the nearest alternative lies 0.0060 hartree above it.